No. 1
{
  "formula": "C17H37Cl14O4P",
  "method": "wB97M-V/def2-TZVPD",
  "elements": ["C", "O", "P", "O", "O", "C", "O", "C", "H", "H", "H", "H", "H", "H", "H", "H", "H", "Cl", "C", "C", "Cl", "H", "H", "H", "H", "Cl", "C", "C", "Cl", "H", "H", "H", "H", "Cl", "C", "C", "Cl", "H", "H", "H", "H", "Cl", "C", "C", "Cl", "H", "H", "H", "H", "Cl", "C", "C", "Cl", "H", "H", "H", "H", "Cl", "C", "C", "Cl", "H", "H", "H", "H", "Cl", "C", "C", "Cl", "H", "H", "H", "H"],
  "coordinates": [[-1.4156, 4.0932, 1.1293], [-2.1989, 3.3257, 0.2081], [-1.4969, 2.5078, -0.9525], [-0.4314, 1.5981, -0.5162], [-2.7652, 1.7558, -1.5729], [-2.5822, 0.5924, -2.3827], [-1.0525, 3.5180, -2.0867], [-1.9561, 4.3705, -2.8020], [-1.4934, 5.1404, 0.8335], [-0.3531, 3.8513, 1.1003], [-1.8448, 3.9394, 2.1138], [-2.9222, 0.8510, -3.3870], [-3.2114, -0.2234, -2.0278], [-1.5475, 0.2558, -2.4124], [-1.4911, 5.3525, -2.8476], [-2.9277, 4.4201, -2.3121], [-2.0635, 3.9711, -3.8093], [1.6584, -7.0156, -1.0353], [1.4194, -5.2862, -0.7085], [0.1698, -5.0200, 0.0946], [-1.3258, -5.3037, -0.8095], [1.3696, -4.7929, -1.6749], [2.2649, -4.9523, -0.1096], [0.1588, -4.0024, 0.4787], [0.0894, -5.6527, 0.9784], [-5.8893, -1.4616, 2.1727], [-4.3090, -1.3023, 1.3333], [-3.9169, 0.1016, 1.0241], [-3.5458, 1.1379, 2.4366], [-4.3554, -1.8690, 0.4030], [-3.5934, -1.8455, 1.9461], [-4.6640, 0.6279, 0.4312], [-3.0432, 0.0902, 0.3712], [-1.2429, -1.8239, 0.0067], [-0.1532, -0.6803, 0.8059], [0.8249, -0.0765, -0.1785], [2.1031, -1.1985, -0.6686], [0.3986, -1.2614, 1.5409], [-0.7680, 0.0995, 1.2475], [1.2896, 0.8007, 0.2690], [0.3303, 0.2870, -1.0762], [0.7793, 1.9988, 6.5783], [1.4397, 3.1547, 5.4036], [2.4540, 2.4692, 4.4904], [1.7800, 1.0540, 3.6298], [2.0094, 3.8564, 6.0162], [0.6763, 3.7349, 4.8944], [3.2909, 2.1239, 5.0877], [2.7597, 3.2460, 3.7883], [2.6039, -2.4563, 3.2898], [4.1880, -1.7426, 2.9854], [5.1937, -2.7487, 2.4394], [4.7563, -3.2950, 0.8214], [4.5899, -1.3500, 3.9178], [4.0461, -0.9575, 2.2456], [5.2759, -3.6079, 3.0987], [6.1324, -2.2247, 2.2713], [2.0295, 4.4784, -1.2893], [2.8564, 2.9897, -1.9048], [1.9457, 2.2794, -2.8767], [2.8405, 0.9149, -3.6363], [3.1432, 2.4302, -1.0163], [3.7987, 3.3069, -2.3469], [1.6976, 2.9792, -3.6684], [1.0869, 1.8477, -2.3767], [-3.2537, -3.5675, -5.1287], [-2.4865, -3.3270, -3.5411], [-1.1226, -2.6788, -3.5930], [-1.2147, -0.9760, -4.1824], [-2.4649, -4.3283, -3.1244], [-3.1373, -2.6956, -2.9364], [-0.4860, -3.1912, -4.3086], [-0.7245, -2.6364, -2.5828]],
  "lumo_energy_ev": 0.180,
  "smiles": "COP(=O)(OC)OC.ClCCCl.ClCCCl.ClCCCl.ClCCCl.ClCCCl.ClCCCl.ClCCCl",
  "e_tot_ha": -7755.02309,
  "homo_lumo_gap_ha": 0.373,
  "charge": 0,
  "e_homo_ev": -10.0
}

---

No. 2
{
  "formula": "C31H66N6O3S",
  "method": "wB97M-V/def2-TZVPD",
  "elements": ["N", "C", "N", "N", "C", "C", "C", "S", "H", "H", "H", "H", "H", "H", "H", "H", "H", "H", "H", "H", "C", "C", "C", "C", "C", "C", "N", "O", "C", "C", "C", "H", "H", "H", "H", "H", "H", "H", "H", "H", "H", "H", "H", "H", "H", "H", "H", "H", "H", "C", "C", "C", "C", "C", "C", "N", "O", "C", "C", "C", "H", "H", "H", "H", "H", "H", "H", "H", "H", "H", "H", "H", "H", "H", "H", "H", "H", "H", "C", "C", "C", "C", "C", "C", "N", "O", "C", "C", "C", "H", "H", "H", "H", "H", "H", "H", "H", "H", "H", "H", "H", "H", "H", "H", "H", "H", "H"],
  "coordinates": [[6.3663, 3.7584, 2.0845], [6.0633, 4.6070, 1.0402], [6.8585, 4.5326, -0.0977], [5.1300, 5.5370, 1.1855], [4.0248, 5.4535, 2.1533], [3.2488, 4.1487, 2.0258], [2.2582, 4.1503, 0.8631], [1.9438, 2.4866, 0.2089], [5.6151, 3.3831, 2.6429], [7.0558, 3.0607, 1.8575], [6.9158, 3.6132, -0.5030], [6.6727, 5.2324, -0.7965], [5.2352, 6.3801, 0.6547], [4.3737, 5.6122, 3.1766], [3.3672, 6.2926, 1.9269], [3.9108, 3.2889, 1.9326], [2.6974, 4.0217, 2.9543], [1.3036, 4.5482, 1.2103], [2.6166, 4.7422, 0.0221], [1.9612, 1.8364, 1.3729], [-1.4165, 3.9375, 7.2986], [-0.8698, 4.2750, 5.9018], [-1.8714, 3.8866, 4.8181], [-2.0139, 2.3728, 4.6596], [-0.6619, 1.7001, 4.4271], [0.4040, 2.0756, 5.4569], [0.4204, 3.5672, 5.6034], [1.0802, 4.1443, 4.6636], [0.1601, 1.3758, 6.8011], [1.7749, 1.6236, 4.9735], [-0.5948, 5.7718, 5.8930], [-2.0810, 4.7417, 7.6120], [-2.0005, 3.0226, 7.3350], [-0.6152, 3.8655, 8.0333], [-1.5509, 4.3198, 3.8651], [-2.8363, 4.3342, 5.0615], [-2.4988, 1.9360, 5.5354], [-2.6738, 2.1583, 3.8179], [-0.7755, 0.6149, 4.4259], [-0.2998, 1.9760, 3.4311], [0.8636, 1.7382, 7.5515], [0.3152, 0.3048, 6.6813], [-0.8445, 1.5071, 7.1867], [1.9863, 1.9739, 3.9652], [1.8017, 0.5353, 4.9678], [2.5618, 1.9863, 5.6366], [0.0767, 6.0343, 6.7113], [-1.5319, 6.3053, 6.0410], [-0.1512, 6.1112, 4.9610], [-2.6364, 1.1295, -0.0322], [-1.8909, -0.2108, 0.1045], [-0.8321, -0.3445, -0.9957], [-1.4429, -0.5591, -2.3783], [-2.4004, -1.7515, -2.3762], [-3.4600, -1.7003, -1.2739], [-2.7981, -1.3952, 0.0365], [-2.2584, -2.4394, 0.5705], [-4.5530, -0.6734, -1.6032], [-4.1437, -3.0525, -1.1490], [-1.2303, -0.1828, 1.4752], [-2.0250, 1.9137, 0.4181], [-2.8166, 1.4302, -1.0600], [-3.5918, 1.1073, 0.4928], [-0.1692, -1.1844, -0.7650], [-0.2268, 0.5651, -0.9655], [-1.9710, 0.3384, -2.7131], [-0.6512, -0.7297, -3.1088], [-2.9073, -1.8240, -3.3393], [-1.8181, -2.6694, -2.2692], [-5.2429, -0.5725, -0.7642], [-5.1198, -1.0194, -2.4662], [-4.1731, 0.3124, -1.8515], [-3.4281, -3.8610, -1.0279], [-4.7200, -3.2358, -2.0550], [-4.8224, -3.0687, -0.2960], [-1.9800, 0.0059, 2.2472], [-0.5061, 0.6312, 1.5049], [-0.7144, -1.1084, 1.7204], [1.2795, -6.5507, -4.6594], [-0.0169, -5.7388, -4.4984], [-1.1870, -6.4472, -5.1741], [-1.0859, -6.4285, -6.6987], [-0.9215, -5.0067, -7.2351], [0.2119, -4.2229, -6.5708], [0.0893, -4.3586, -5.0835], [-0.8036, -3.5631, -4.6000], [1.5840, -4.6946, -7.0719], [0.0942, -2.7455, -6.9143], [-0.2529, -5.5910, -3.0020], [1.2959, -7.3307, -3.8984], [1.3704, -7.0529, -5.6183], [2.1599, -5.9254, -4.5124], [-2.1198, -5.9636, -4.8690], [-1.2280, -7.4757, -4.8101], [-0.2548, -7.0520, -7.0375], [-1.9847, -6.8750, -7.1259], [-0.7385, -5.0274, -8.3110], [-1.8571, -4.4601, -7.0859], [2.3802, -4.2033, -6.5111], [1.6943, -4.4257, -8.1217], [1.7329, -5.7669, -7.0039], [-0.8952, -2.3536, -6.6957], [0.2879, -2.6176, -7.9787], [0.8239, -2.1580, -6.3560], [0.6188, -5.1365, -2.5287], [-0.3994, -6.5779, -2.5650], [-1.1238, -4.9828, -2.7736]],
  "lumo_energy_ev": [-3.130, -3.130],
  "e_tot_ha": -2172.84835,
  "multiplicity": 4,
  "homo_lumo_gap_ha": [0.231, 0.272],
  "charge": 1,
  "e_homo_ev": [-9.4, -10.5]
}

---

Question: Which formula does entry 1 have?
Answer: C17H37Cl14O4P